(1)
The following is a DFT calculation (wB97M-V/def2-TZVPD) of C43H111BeN8O13 as an isolated structure in a non-equilibrium geometry.

```
! wB97M-V def2-TZVPD RIJCOSX def2/J DEFGRID3
* xyz 1 1
Be -0.7829 -4.3855 0.6171
C 0.2918 -0.8217 -0.1379
C -1.2080 -1.0538 -0.1567
C -1.9599 -0.0210 -0.9917
O -1.5817 -2.3484 -0.4153
H 0.7075 -1.3512 0.7230
H 0.6471 0.2068 -0.2059
H 0.6957 -1.3177 -1.0317
H -1.4122 -0.7344 0.8871
H -2.9818 -0.3765 -1.1167
H -1.5576 0.0212 -2.0120
H -1.8614 0.9854 -0.5926
C -1.5210 -2.7650 3.3924
O -0.5051 -3.1940 2.4459
C 0.7362 -3.4454 3.1451
C 1.7292 -3.7236 2.0724
N 1.4440 -4.9730 1.3703
C 2.3819 -5.2370 0.2786
C 2.1098 -4.3670 -0.9663
O 0.7185 -4.3021 -1.2152
C 0.3887 -3.8460 -2.5480
H -2.3277 -2.4714 2.7223
H -1.2160 -1.9529 4.0496
H -1.7800 -3.6531 3.9709
H 0.6866 -4.2047 3.9360
H 1.0228 -2.5535 3.7104
H 2.7343 -3.8263 2.5014
H 1.8195 -2.9111 1.3494
H 1.7100 -5.5990 2.1302
H 2.2829 -6.2754 -0.0417
H 3.4177 -5.1549 0.6168
H 2.6045 -4.8912 -1.7830
H 2.5210 -3.3783 -0.7568
H 0.4580 -2.7588 -2.5684
H -0.6270 -4.2188 -2.6361
H 1.0596 -4.2171 -3.3233
C -9.3886 0.8930 -9.1145
O -8.6970 0.9543 -7.8947
C -8.5532 -0.3159 -7.2900
C -7.7484 -0.2139 -5.9923
N -6.2995 -0.1545 -6.1525
C -5.6554 -0.3308 -4.8658
C -4.1216 -0.3500 -4.9959
O -3.8663 -1.2823 -6.0480
C -2.4679 -1.5348 -6.1460
H -10.4485 0.6574 -8.9429
H -9.0817 0.0908 -9.7976
H -9.2880 1.8553 -9.6083
H -8.0322 -0.9674 -8.0004
H -9.5303 -0.6493 -6.9215
H -7.9727 -1.1939 -5.5367
H -8.1712 0.6343 -5.4537
H -6.0583 -0.9304 -6.7572
H -5.9051 -1.3162 -4.4399
H -5.8623 0.3959 -4.0783
H -3.7305 -0.5575 -3.9946
H -3.7658 0.6212 -5.3517
H -2.4229 -2.2933 -6.9321
H -2.1121 -2.0008 -5.2250
H -1.9000 -0.6833 -6.5254
C 8.8367 3.1975 1.8219
O 8.0583 2.8386 0.6960
C 6.6758 2.9998 0.8592
C 5.9129 2.4573 -0.3273
N 4.5230 2.1440 -0.1729
C 3.7124 3.3529 -0.0672
C 2.2390 3.0999 -0.3245
O 2.1775 2.3524 -1.5645
C 0.8970 2.3632 -2.1310
H 8.5827 4.2335 2.0575
H 9.9086 3.0751 1.6876
H 8.5933 2.4838 2.6184
H 6.4707 4.0619 1.0609
H 6.2781 2.5391 1.7751
H 6.5176 1.5489 -0.4717
H 6.1650 3.0020 -1.2486
H 4.0824 1.5776 -0.8833
H 4.0607 3.9811 -0.9027
H 3.7691 3.9459 0.8492
H 1.7410 4.0395 -0.5847
H 1.6208 2.5871 0.4169
H 0.7420 1.5440 -2.8311
H 0.7133 3.2636 -2.7373
H 0.0362 2.4461 -1.4567
C -0.3219 1.3164 3.0559
O -0.1297 1.7443 4.3683
C 0.2362 0.8456 5.3677
C 1.0854 1.5554 6.3883
N 2.3563 1.9356 5.8142
C 3.1120 2.8648 6.6367
C 4.4798 3.1905 6.0687
O 4.4052 4.0027 4.9065
C 5.7279 4.2003 4.4373
H -1.2161 0.7179 2.8354
H 0.5104 0.6733 2.7388
H -0.3840 2.2170 2.4504
H 0.8237 0.0067 4.9524
H -0.6418 0.3270 5.7844
H 1.2412 0.9696 7.3014
H 0.5481 2.4012 6.8477
H 2.3249 2.3374 4.8849
H 3.3715 2.3913 7.5918
H 2.5609 3.7697 6.9183
H 5.1696 2.3519 5.9876
H 4.8917 3.8212 6.8713
H 5.8193 4.8558 3.5731
H 6.0506 3.2305 4.0333
H 6.4060 4.5038 5.2371
C 3.3811 -1.0455 -2.4613
C 4.7870 -1.5260 -2.8492
C 5.2388 -2.8935 -2.3115
O 5.0202 -3.1228 -0.9275
C 5.9303 -2.2992 -0.1869
N 4.9315 -1.6037 -4.3058
H 3.1533 -0.1040 -2.9664
H 3.2782 -0.7960 -1.4049
H 2.6772 -1.7994 -2.8178
H 5.4961 -0.7357 -2.5623
H 6.2688 -3.1276 -2.5974
H 4.6596 -3.6021 -2.9130
H 5.8213 -1.2212 -0.3095
H 6.9454 -2.6593 -0.3540
H 5.6531 -2.5013 0.8503
H 5.8389 -1.9446 -4.6039
H 4.8824 -0.6645 -4.6866
C 3.4724 -0.2954 2.6647
C 4.1102 -1.1390 3.7905
C 5.3082 -0.4396 4.4271
O 5.8030 -1.0836 5.5635
C 6.8380 -0.3829 6.2343
N 3.0584 -1.4578 4.7967
H 4.1012 -0.2418 1.7744
H 3.2092 0.7226 2.9524
H 2.5522 -0.8078 2.3708
H 4.4343 -2.0926 3.3655
H 5.1693 0.6292 4.6275
H 6.0524 -0.5047 3.6099
H 6.4155 0.5505 6.6131
H 7.6342 -0.2047 5.5060
H 7.2114 -0.9779 7.0615
H 3.6647 -1.7848 5.5498
H 2.6366 -0.5753 5.0812
C -7.7175 3.2286 -3.0970
C -6.8934 2.8645 -1.8721
C -5.4339 3.3069 -1.9503
O -4.8124 2.4223 -2.8491
C -3.4217 2.6573 -2.9336
N -7.5813 3.3661 -0.6589
H -7.3900 4.2187 -3.4340
H -8.7975 3.1533 -2.9850
H -7.4895 2.6538 -4.0003
H -6.9347 1.7675 -1.8025
H -4.9727 3.3190 -0.9549
H -5.4016 4.3578 -2.2713
H -2.9273 1.9085 -3.5481
H -2.8928 2.4841 -1.9830
H -3.3018 3.7217 -3.1471
H -7.3964 2.7072 0.0924
H -8.5687 3.2379 -0.8543
C -6.6901 -1.7920 -0.5968
C -5.2909 -1.5234 -0.0365
C -5.1245 -1.2777 1.4371
O -5.9984 -0.2571 1.8417
C -5.8575 0.1768 3.2033
N -4.4410 -2.6437 -0.4400
H -7.4229 -1.0742 -0.2259
H -7.0025 -2.7989 -0.3177
H -6.6953 -1.6757 -1.6808
H -4.9828 -0.5992 -0.5487
H -4.0816 -1.0555 1.7227
H -5.2545 -2.1980 2.0321
H -6.2691 -0.6221 3.8208
H -6.4037 1.1132 3.2047
H -4.7941 0.3255 3.4091
H -3.4383 -2.4974 -0.2639
H -4.4610 -2.8204 -1.4385
*
```

Output
- E_HOMO: -9.8 eV
- Energy relative to the best compared isomer or geometry (same formula, charge and spin): 0.000 eV
- LUMO energy: -5.43 eV

***

(2)
The following is a DFT calculation (wB97M-V/def2-TZVPD) of a 10-piece molecular cluster, C43H115F4N8O15PS4 overall in a non-equilibrium geometry.

```
! wB97M-V def2-TZVPD RIJCOSX def2/J DEFGRID3
* xyz 5 2
C 0.8521 -0.4952 -0.9436
C 0.9771 -1.4360 0.2760
C 0.4862 -0.6658 1.5253
O 0.3988 -2.6693 0.1118
H 1.2445 0.5003 -0.7358
H -0.1780 -0.3002 -1.2421
H 1.3991 -0.8689 -1.8092
H 2.0281 -1.5328 0.5484
H 0.7293 0.3911 1.4157
H 0.9161 -0.9237 2.4931
H -0.5978 -0.5519 1.5360
C 3.7863 -2.1027 3.3741
C 3.8601 -3.2722 4.3207
C 2.5292 -4.0108 4.3776
O 2.5380 -5.3168 4.9451
C 2.8700 -5.3345 6.2950
N 5.0262 -4.1939 3.8634
H 5.3803 -4.9490 4.4331
H 4.7922 -4.6629 3.0001
H 5.8369 -3.6344 3.6399
H 4.7465 -1.6315 3.1644
H 3.0658 -1.4009 3.7940
H 3.2665 -2.2672 2.4302
H 4.1540 -2.8915 5.2989
H 2.1277 -4.1002 3.3681
H 1.8238 -3.3680 4.9043
H 2.4076 -6.1697 6.8212
H 2.4447 -4.4368 6.7438
H 3.9330 -5.2438 6.5186
C 1.6937 -3.7506 -3.7471
C 0.1938 -3.4159 -3.6795
C -0.5497 -3.7234 -4.9382
O -0.0428 -2.8546 -5.9468
C -0.4026 -3.2054 -7.2738
N -0.4370 -4.1484 -2.4219
H 0.0496 -3.8204 -1.5999
H -1.3832 -3.8238 -2.2821
H -0.4105 -5.1580 -2.4312
H 1.9720 -4.7933 -3.9000
H 2.2475 -3.5575 -2.8284
H 2.2089 -3.1969 -4.5319
H 0.1126 -2.3513 -3.4601
H -1.6185 -3.5148 -4.8914
H -0.3964 -4.7667 -5.2144
H -0.2085 -2.4895 -8.0725
H -1.4850 -3.3106 -7.3485
H -0.0794 -4.1691 -7.6674
C -2.3761 2.1066 -5.3071
C -1.1976 2.2861 -4.2396
C -0.0990 1.1776 -4.3613
O 0.8809 1.3047 -5.4080
C 1.4901 0.0756 -5.9175
N -0.5900 3.7153 -4.2808
H -0.2725 4.0022 -5.1957
H -1.3128 4.3747 -4.0301
H 0.2188 3.9577 -3.7266
H -2.5643 1.0336 -5.3424
H -2.0760 2.3220 -6.3326
H -3.2719 2.6704 -5.0468
H -1.5939 2.1641 -3.2315
H -0.6886 0.2612 -4.3373
H 0.4541 1.0747 -3.4277
H 2.3319 0.1957 -6.5995
H 0.7816 -0.5021 -6.5112
H 1.8656 -0.5347 -5.0962
C 4.5056 0.1641 0.1499
C 5.4681 1.3700 0.1204
C 5.9272 1.8949 1.5144
O 7.0313 2.8417 1.3747
C 7.4390 3.4876 2.5900
N 6.6999 1.1779 -0.8095
H 7.2999 1.9891 -0.8539
H 7.2758 0.4315 -0.4470
H 6.5428 0.7771 -1.7232
H 3.6548 0.2682 0.8232
H 5.0155 -0.7492 0.4564
H 4.2785 -0.1639 -0.8645
H 4.8823 2.1144 -0.4189
H 6.3531 1.0670 2.0812
H 5.1222 2.4353 2.0124
H 7.8211 2.8805 3.4107
H 6.6783 4.2266 2.8413
H 8.4032 3.9850 2.4855
C 1.3126 -6.8275 2.3641
C 0.6644 -7.0526 0.9522
C -0.3346 -8.3100 0.8844
O 0.2140 -9.5405 1.1615
C 1.4814 -9.9457 0.7957
N -0.0927 -5.7440 0.6181
H -0.7973 -5.4811 1.2923
H 0.4997 -4.9283 0.5575
H -0.4563 -5.8224 -0.3210
H 2.0350 -6.0112 2.3714
H 1.8447 -7.7623 2.5403
H 0.5597 -6.6577 3.1338
H 1.4695 -7.0121 0.2186
H -0.8304 -8.4596 -0.0747
H -1.2561 -8.2462 1.4631
H 1.7901 -10.8258 1.3598
H 2.3110 -9.2765 1.0237
H 1.4787 -10.2592 -0.2483
C -4.9131 -2.6122 1.2086
C -3.5057 -2.1065 1.2609
C -3.0604 -1.6674 2.6505
O -3.7022 -0.3870 2.9932
C -3.2426 0.1595 4.1809
N -2.4792 -3.1338 0.6982
H -2.7236 -3.4165 -0.2401
H -1.5340 -2.7961 0.5859
H -2.2868 -3.9492 1.2624
H -5.2357 -2.7556 0.1774
H -5.6018 -1.9387 1.7186
H -4.9147 -3.5927 1.6848
H -3.4355 -1.3458 0.4834
H -1.9733 -1.6442 2.7266
H -3.3343 -2.3537 3.4518
H -2.2819 0.6349 3.9831
H -3.1714 -0.5367 5.0166
H -3.8350 0.9836 4.5782
C -6.1519 7.1429 0.1486
C -5.2439 6.3906 1.1034
C -4.8426 5.0501 0.5949
C -3.9569 4.2777 1.6383
P -2.2054 4.1415 1.1471
C -1.3032 3.2866 2.5029
C 0.2875 3.3558 2.3624
C 0.9357 2.6241 3.6538
C 2.3700 2.1883 3.2758
C -1.4145 5.7165 1.0501
C -1.2523 6.6418 2.3138
C -0.0938 7.6530 2.0791
C -0.5643 8.7771 1.1764
C -1.9144 3.1191 -0.4495
C -2.6333 1.7394 -0.3871
C -4.1171 1.6115 -0.7790
C -4.4986 1.8948 -2.1893
H -5.5335 7.3310 -0.7290
H -6.4287 8.1052 0.5793
H -7.0751 6.6427 -0.1441
H -5.6932 6.2607 2.0880
H -4.3498 6.9614 1.3545
H -4.2262 5.3520 -0.2518
H -5.7231 4.5060 0.2530
H -4.2960 3.2506 1.7735
H -3.9178 4.6584 2.6589
H -1.5883 2.2611 2.2680
H -1.7322 3.5990 3.4550
H 0.5994 4.3840 2.1789
H 0.4930 2.8028 1.4459
H 0.2851 1.7775 3.8731
H 0.8807 3.3433 4.4710
H 2.8118 1.5688 4.0563
H 2.9158 3.1114 3.0805
H 2.3437 1.5474 2.3945
H -1.9925 6.3667 0.3935
H -0.4854 5.4658 0.5383
H -0.8682 6.0860 3.1692
H -2.1361 7.1486 2.7014
H 0.7394 7.0792 1.6735
H 0.2963 8.1557 2.9642
H -1.1227 8.3958 0.3215
H 0.3343 9.3007 0.8501
H -1.1751 9.4305 1.7994
H -0.8560 3.1644 -0.7059
H -2.4451 3.7449 -1.1671
H -2.5673 1.2376 0.5782
H -2.1247 1.0111 -1.0186
H -4.6863 2.2881 -0.1416
H -4.4199 0.5937 -0.5328
H -4.2565 1.0886 -2.8819
H -4.0454 2.8280 -2.5236
H -5.5741 2.0714 -2.2029
N -3.2096 -3.4397 -2.0699
S -4.3725 -4.5337 -2.6134
O -3.9180 -5.5793 -3.5239
O -5.7234 -4.0712 -2.8778
F -4.5153 -5.3015 -1.2154
S -3.6884 -2.1791 -2.7972
O -4.6390 -1.3329 -2.0809
O -3.7329 -2.2215 -4.2808
F -2.3206 -1.3747 -2.4925
N 2.0446 4.3266 -3.1054
S 2.5685 5.8937 -2.8474
O 3.6823 6.3210 -3.6652
O 2.2651 6.6046 -1.6178
F 1.4204 6.4133 -3.7960
S 2.6043 3.8803 -1.7483
O 1.6569 3.8767 -0.6454
O 4.0159 4.2178 -1.4266
F 2.7299 2.2952 -2.1549
*
```

Output
- E_HOMO (spin up / spin down): -18.6 / -18.6 eV
- LUMO energy (spin up / spin down): -11.82 / -15.30 eV